Density functional theory data (ωB97M-V/def2-TZVPD) for 2 unconnected molecules or ions with the total composition C34H36N4O4.

```
78
Properties=species:S:1:pos:R:3:forces:R:3
C 3.428719 -1.340675 -2.124403 1.504 -2.040 0.371
C 2.460302 -0.432876 -2.156002 -3.237 3.153 -0.075
N 1.592297 0.377771 -2.184786 1.009 -1.223 0.454
C 4.812162 -1.056043 -2.104746 -0.150 0.126 -0.029
C 5.752614 -2.105490 -2.093018 0.105 0.196 0.042
C 7.096690 -1.840377 -2.091038 0.045 0.002 0.013
C 7.560063 -0.521484 -2.096379 -1.069 -0.238 0.005
C 8.928131 -0.259010 -2.094779 2.744 0.538 -0.005
N 10.071627 -0.040574 -2.092257 -1.306 -0.253 0.013
C 6.636036 0.527621 -2.104469 0.018 -0.001 0.012
C 5.289664 0.269901 -2.108086 0.225 -0.057 0.044
H 3.131314 -2.374802 -2.132257 -0.096 -0.305 -0.081
H 5.398884 -3.123136 -2.092036 -0.058 -0.207 -0.015
H 7.816577 -2.643939 -2.091049 0.075 -0.127 0.005
H 7.006018 1.541359 -2.112036 -0.005 0.142 -0.003
H 4.577751 1.078528 -2.117803 -0.112 0.170 -0.031
C -7.188046 1.662927 1.020235 -0.048 -0.147 0.026
O -6.771177 2.920029 0.543095 1.633 0.588 -0.232
C -5.381213 3.099445 0.477251 -0.653 0.565 -0.170
C -4.443157 2.162991 0.898192 -0.368 -0.095 0.176
C -3.083561 2.384917 0.768159 -0.500 0.400 -0.223
C -2.113728 1.307758 1.142735 -0.003 0.027 0.472
C -1.753965 0.380905 -0.018024 0.960 0.527 -0.209
C -2.964300 -0.382270 -0.541312 0.419 -0.916 0.054
O -3.944203 0.092169 -1.073916 0.438 -0.258 0.256
N -2.732692 -1.716911 -0.287885 0.262 1.279 0.180
C -3.714467 -2.736124 -0.619879 0.460 -0.132 0.146
C -1.380309 -2.012234 0.260829 -0.353 -0.238 -0.276
C -1.541615 -2.695283 1.613035 -0.007 0.073 0.193
C -0.624220 -2.832168 -0.779909 0.146 0.063 -0.153
N -0.762391 -0.647434 0.415410 0.361 0.278 0.229
C 0.504763 -0.376778 0.844420 -2.644 -0.156 -1.364
C 1.379613 -1.362713 1.239572 1.425 -0.851 0.731
C 2.681092 -1.191471 1.667606 -1.473 0.278 -0.826
C 3.536316 -2.267185 2.043484 0.777 -0.994 0.360
C 4.848440 -2.006334 2.485830 -0.614 0.150 -0.214
C 5.691242 -3.030759 2.854426 0.140 -0.152 0.083
C 5.256650 -4.345105 2.794323 0.175 0.123 0.055
C 3.972930 -4.631846 2.363258 -0.197 -0.095 -0.054
C 3.121585 -3.615268 1.992680 0.173 0.449 0.049
C -2.641193 3.578146 0.222755 0.263 0.323 -0.152
C -3.534057 4.559324 -0.200334 -0.550 0.787 -0.319
O -3.167429 5.787696 -0.773627 -0.826 -1.432 0.717
C -1.782377 6.029439 -0.850144 0.159 0.009 -0.047
C -4.916759 4.317997 -0.058504 -0.863 0.835 -0.537
O -5.845894 5.302163 -0.465034 1.151 -0.828 1.376
C -6.214901 5.156463 -1.809275 -0.011 -0.206 -0.495
H -8.276898 1.632818 1.004008 0.084 0.203 -0.075
H -6.802748 0.871339 0.377739 0.030 -0.193 0.039
H -6.850773 1.521462 2.046167 0.011 -0.178 0.134
H -4.767662 1.224547 1.306072 -0.124 -0.220 0.082
H -1.200892 1.757712 1.542914 0.043 -0.036 -0.127
H -2.531334 0.702790 1.954066 -0.008 -0.029 -0.041
H -1.314261 0.955150 -0.845150 -0.076 -0.057 0.114
H -4.627531 -2.265098 -0.982797 0.231 0.162 0.050
H -3.321607 -3.396129 -1.391532 -0.098 -0.078 -0.091
H -3.946790 -3.326552 0.265235 -0.094 -0.069 0.010
H -2.171965 -2.078853 2.251518 -0.053 0.040 0.040
H -2.014977 -3.669784 1.508530 0.012 -0.027 -0.115
H -0.595747 -2.835543 2.126777 0.023 -0.078 0.002
H -0.648084 -2.301922 -1.731041 0.061 0.046 -0.022
H 0.417924 -2.987252 -0.518031 0.028 -0.052 -0.015
H -1.085581 -3.807697 -0.925170 -0.076 -0.015 0.128
H 0.827293 0.647400 0.861277 -0.218 0.436 -0.155
H 1.012784 -2.366540 1.210661 0.038 -0.171 -0.027
H 3.086551 -0.197944 1.725829 0.159 0.392 -0.040
H 5.185233 -0.984861 2.539027 0.097 0.219 -0.033
H 6.690761 -2.811694 3.195183 0.102 0.054 0.006
H 5.918515 -5.145251 3.086329 0.079 -0.085 0.021
H 3.639560 -5.657610 2.319862 -0.055 -0.074 -0.023
H 2.127477 -3.856513 1.662145 -0.166 -0.148 -0.080
H -1.584257 3.736741 0.120936 0.316 0.068 -0.051
H -1.630335 7.023560 -1.269616 -0.220 -0.074 0.020
H -1.338203 5.998522 0.143983 0.185 -0.022 0.068
H -1.308855 5.297346 -1.503114 0.214 -0.055 -0.019
H -6.937217 5.931984 -2.059976 0.038 0.013 0.133
H -5.333270 5.262476 -2.440344 0.004 -0.012 -0.258
H -6.666919 4.176121 -1.955811 -0.095 -0.090 -0.225
```
Positions in Å, forces in eV/Å.

Properties
ΔE to the lowest compared entry with this formula, charge and spin = 518.0 kJ/mol
E_HOMO = -5.962 eV
HOMO-LUMO gap = 3.7 eV
Electronic energy = -49988.604 eV
Net charge = 0

---

Density functional theory data (ωB97M-V/def2-TZVPD) for 2 unconnected molecules or ions with the total composition C4H8O2.

```
14
Properties=species:S:1:pos:R:3:forces:R:3
C 0.762871 1.203616 0.360068 2.207 -0.707 -1.905
C 1.448476 0.283172 -0.367160 0.240 2.066 -1.687
C 1.590734 -1.138736 -0.094431 2.343 -0.920 2.348
C -2.277254 -0.170816 0.668960 0.664 1.785 -2.062
O -3.331318 -0.788242 0.257953 -1.041 -1.006 -0.073
O -1.935130 0.675557 -0.384001 -0.548 -0.866 1.543
H 0.711383 2.233439 0.011131 0.229 -0.087 0.330
H 0.485988 0.942211 1.342261 -1.026 -0.228 0.924
H 1.639859 -1.868874 -0.943188 -0.571 0.869 0.807
H 0.972572 -1.364776 0.781572 -0.400 -0.744 -0.630
H 2.637718 -1.194326 0.407310 -1.188 -0.228 -0.960
H 2.089116 0.568035 -1.266870 -1.407 0.192 0.919
H -3.633900 -0.577181 -0.662085 0.505 0.226 0.553
H -1.161113 1.196925 -0.111517 -0.007 -0.353 -0.108
```
Positions in Å, forces in eV/Å.

Properties
ΔE to the lowest compared entry with this formula, charge and spin = 354.6 kJ/mol
E_HOMO = -9.483 eV
HOMO-LUMO gap = 10.5 eV
Electronic energy = -8369.606 eV
Net charge = 0

---

Density functional theory data (ωB97M-V/def2-TZVPD) for a molecular structure, C23H15BeO6P.

```
46
Properties=species:S:1:pos:R:3:forces:R:3
O 2.352591 0.656635 2.385500 -0.347 -2.262 -2.446
C 2.180644 -0.068611 1.510245 0.492 2.055 2.614
Be -1.929333 0.203597 0.484767 0.345 0.657 2.794
O 1.509308 -1.891434 -1.263114 -2.703 1.492 1.661
C 0.626657 -1.385778 -0.733750 2.708 -1.744 -1.879
C -1.753152 0.531590 -1.186041 0.146 1.920 -7.192
O -1.677043 0.788769 -2.313584 -0.389 -1.498 5.684
C 1.063117 1.469420 -0.870033 1.230 -0.605 -2.828
O 1.517404 1.211842 -1.888503 -0.991 0.782 2.527
C -1.581690 -1.471383 0.990946 1.475 -6.078 2.072
O -1.292307 -2.516900 1.399333 -1.591 5.237 -1.888
O -1.873174 0.991759 1.772718 -0.338 -1.079 -1.757
P -2.139725 2.493532 2.161282 0.210 0.766 0.998
C -0.602494 3.074345 2.887295 0.046 -0.099 0.198
C -0.549086 3.416997 4.250517 -0.001 0.264 -0.132
C 0.650748 3.850271 4.813187 0.263 -0.154 -0.179
C 1.815884 3.900497 4.039873 -0.264 -0.141 -0.150
C 1.770235 3.507516 2.696641 0.040 0.219 0.030
C 0.576717 3.085490 2.126766 -0.158 0.291 -0.164
C -2.656878 3.348755 0.672177 -0.360 -0.333 -0.212
C -1.754877 3.508953 -0.392885 0.056 0.021 0.057
C -2.173223 4.091701 -1.581826 -0.201 0.104 -0.137
C -3.508853 4.495291 -1.732920 0.056 -0.105 0.211
C -4.420180 4.307659 -0.683821 0.142 -0.063 -0.189
C -4.007061 3.712195 0.509454 0.220 0.262 -0.033
C -3.439890 2.559875 3.380700 -0.233 0.211 0.121
C -3.820814 3.840667 3.846006 -0.124 -0.260 0.076
C -4.824752 3.953341 4.810854 0.099 -0.231 -0.139
C -5.453915 2.798154 5.306510 0.260 0.048 -0.232
C -5.071656 1.534645 4.833266 -0.055 0.061 0.094
C -4.061369 1.401154 3.876313 -0.039 0.400 -0.026
H -1.442607 3.381479 4.870351 0.204 -0.018 -0.152
H 0.686879 4.134391 5.863165 -0.056 -0.073 -0.241
H 2.763538 4.225599 4.477841 -0.399 -0.074 -0.140
H 2.670788 3.552496 2.080425 -0.256 -0.071 0.260
H 0.554936 2.778452 1.076353 0.151 0.174 0.629
H -0.721628 3.171191 -0.286891 -0.324 0.364 -0.059
H -1.452137 4.250595 -2.387381 -0.294 -0.076 0.214
H -3.836690 4.944561 -2.675369 0.122 -0.115 0.418
H -5.460079 4.623446 -0.793936 0.362 -0.132 -0.003
H -4.720615 3.564710 1.321564 0.209 0.058 -0.261
H -3.330514 4.742760 3.455480 -0.229 -0.380 0.190
H -5.114428 4.943862 5.168273 0.073 -0.369 -0.088
H -6.241483 2.894418 6.064790 0.388 -0.108 -0.394
H -5.564638 0.638568 5.217092 0.168 0.323 -0.109
H -3.764597 0.411898 3.516836 -0.115 0.358 0.182
```
Positions in Å, forces in eV/Å.

Properties
E_HOMO = -15.056 eV
HOMO-LUMO gap = 6.0 eV
Electronic energy = -46054.721 eV
Net charge = +2

---

Density functional theory data (ωB97M-V/def2-TZVPD) for C20H20N2O4 in the gas phase.

```
46
Properties=species:S:1:pos:R:3:forces:R:3
C 4.292666 -0.166286 -0.487414 0.018 -0.157 0.208
H 3.724230 -0.635069 -1.288305 -0.038 -0.022 -0.106
H 5.304180 0.016193 -0.839633 0.101 0.049 -0.101
C 4.325516 -1.054722 0.752257 0.173 0.299 -0.031
N 2.981882 -1.326785 1.240996 0.248 -0.035 -0.205
C 2.499761 -0.523965 2.209523 -0.538 -0.102 0.091
O 3.151789 0.377263 2.700056 0.083 0.358 0.219
C 1.050383 -0.748057 2.673736 0.302 -0.273 0.380
H 0.779011 -1.802626 2.767863 0.042 0.160 -0.019
H 0.943305 -0.243005 3.637980 0.071 -0.109 -0.217
O 0.165985 -0.094822 1.766286 0.071 0.329 -0.082
C -0.762027 -0.816644 1.133400 0.017 -0.478 0.080
O -0.891693 -2.010881 1.271907 -0.107 0.258 -0.036
C -1.570804 0.045585 0.231789 -0.062 0.451 -0.356
C -0.984468 1.149628 -0.335504 -0.176 -0.307 0.158
C -1.738676 1.961859 -1.216360 -0.140 -0.497 0.252
N -2.993473 1.708302 -1.515219 0.406 0.591 -0.253
C -3.593064 0.639291 -0.967887 0.098 -0.551 0.412
C -4.943865 0.400427 -1.301736 -0.163 -0.168 0.074
C -5.607740 -0.670639 -0.774314 -0.016 0.224 -0.179
C -4.954415 -1.545914 0.106800 0.229 -0.070 0.165
C -3.645341 -1.343864 0.452309 -0.250 -0.260 0.104
C -2.928110 -0.254221 -0.075648 0.035 0.299 -0.238
H -3.147102 -2.024164 1.124095 -0.009 -0.039 0.011
H -5.494981 -2.386606 0.515675 -0.012 -0.071 0.050
H -6.641595 -0.850606 -1.030087 -0.076 0.015 -0.044
H -5.421535 1.091796 -1.977673 -0.042 0.076 -0.072
C -1.134704 3.125103 -1.826893 -0.706 0.805 -0.832
C -1.671219 4.061748 -2.678002 0.187 -0.703 0.563
C -0.637825 4.978900 -2.955056 0.591 -0.066 0.248
C 0.449441 4.538842 -2.258859 -0.198 0.712 -0.569
O 0.161664 3.424269 -1.576667 0.076 -0.460 0.357
H 1.447255 4.922304 -2.172719 0.143 -0.041 0.081
H -0.691358 5.844687 -3.582565 0.063 0.188 -0.110
H -2.676799 4.071191 -3.041972 -0.232 -0.055 -0.042
H 0.041979 1.404333 -0.126497 0.052 0.006 0.058
C 2.330962 -2.504674 0.703297 -0.140 -0.363 0.164
C 2.699361 -3.763259 1.489586 -0.085 0.187 -0.230
H 2.389677 -3.669911 2.527659 -0.046 -0.006 0.108
H 2.200553 -4.624901 1.054838 -0.025 -0.158 -0.008
H 3.773025 -3.934485 1.468364 0.101 -0.042 0.020
H 1.249091 -2.386255 0.698729 0.099 0.036 -0.054
H 2.650738 -2.614636 -0.336236 -0.080 0.064 0.030
H 4.870905 -0.547020 1.550657 -0.004 -0.173 -0.115
H 4.816654 -2.004446 0.530875 -0.024 -0.002 0.058
H 3.830781 0.786742 -0.243432 -0.035 0.103 0.006
```
Positions in Å, forces in eV/Å.

Properties
ΔE to the lowest compared entry with this formula, charge and spin = 125.5 kJ/mol
SMILES string = CCN(CC)C(=O)COC(=O)c1cc(-c2ccco2)nc2ccccc12
E_HOMO = -8.155 eV
HOMO-LUMO gap = 7.7 eV
Electronic energy = -32235.122 eV
Net charge = 0

---

Density functional theory data (ωB97M-V/def2-TZVPD) for CH3NOP2S in the gas phase.

```
9
Properties=species:S:1:pos:R:3:forces:R:3
C -1.907189 -1.139830 0.188169 -2.042 1.183 -1.408
N -0.910198 -0.261248 0.229785 1.868 0.547 1.635
O 1.316014 0.826405 0.751273 -1.338 0.580 1.532
P -0.242677 0.700164 1.273248 1.222 -1.228 -1.680
P 2.286951 0.314191 -0.501307 -1.288 1.336 -1.324
S -3.457795 -0.728578 -0.139773 -0.003 -0.184 0.255
H -1.660869 -2.171849 0.112875 0.584 -0.871 0.495
H 3.190959 1.438673 -0.417322 -0.354 -0.424 -0.080
H 1.384808 1.022069 -1.496950 1.351 -0.941 0.575
```
Positions in Å, forces in eV/Å.

Properties
ΔE to the lowest compared entry with this formula, charge and spin = 158.1 kJ/mol
SMILES string = PO/P=N/C=S
E_HOMO = -8.531 eV
HOMO-LUMO gap = 7.6 eV
Electronic energy = -34034.896 eV
Net charge = 0

---

Density functional theory data (ωB97M-V/def2-TZVPD) for 2 unconnected molecules or ions with the total composition C4H12N3.

```
19
Properties=species:S:1:pos:R:3:forces:R:3
C -1.088692 1.053831 2.415409 -3.368 3.866 2.592
C 2.495191 -0.949344 -1.876334 2.613 0.601 -2.175
C -1.990309 0.560037 1.421125 -1.360 -3.079 -3.058
C 1.204490 -0.709730 -1.319901 -1.594 -1.038 0.125
N -2.184701 -0.935407 -0.353256 0.978 -1.364 -2.929
N -1.467296 -0.116999 0.429366 0.066 1.561 2.552
N 0.960271 0.254863 -0.561857 0.008 1.929 3.706
H -1.548930 1.037132 3.472690 0.665 -0.062 -1.676
H -0.927758 2.118486 2.186479 0.254 -0.038 0.435
H -0.223622 0.560853 2.429499 3.510 -1.969 0.074
H 2.562532 -1.535854 -2.846523 -0.243 0.649 1.458
H -3.142948 -0.754308 -0.528987 -1.215 0.581 0.396
H 3.218468 -1.308894 -1.138350 -0.458 -0.820 0.129
H -3.102781 0.553510 1.497327 0.841 0.242 0.226
H 0.305910 -1.319525 -1.410839 0.541 -0.583 -0.557
H -1.757481 -1.126266 -1.306615 -0.520 0.541 1.896
H 0.056409 0.211526 0.177078 0.165 -0.342 -2.155
H 1.737160 0.849158 -0.243502 -0.261 -0.057 -0.587
H 2.998287 0.047675 -2.012478 -0.623 -0.618 -0.453
```
Positions in Å, forces in eV/Å.

Properties
ΔE to the lowest compared entry with this formula, charge and spin = 351.2 kJ/mol
E_HOMO = -12.712 eV
HOMO-LUMO gap = 8.7 eV
Electronic energy = -8804.094 eV
Net charge = +1

---

Question: Which value of electronic energy does entry 2 give?
Answer: -8369.606 eV

---

Question: Which value of electronic energy does entry 1 give?
Answer: -49988.604 eV

---

Question: Among the records above, which one has the highest net charge?
Answer: C23H15BeO6P